1.
The following is a quantum chemistry calculation of C27H60BN10O2Rh as an isolated structure, from OMol25.

Element x y z (Å)
Rh  0.586  1.152  -0.015
C  2.669  -2.957  -1.252
N  3.404  -1.733  -1.540
C  4.712  -1.920  -2.158
C  2.896  -0.512  -1.263
N  2.136  -0.269  -0.210
C  2.269  -1.103  0.987
C  2.050  -0.236  2.220
N  0.775  0.510  2.141
C  0.772  1.732  2.973
C  0.119  2.922  2.274
N  0.592  3.060  0.894
C  0.921  4.246  0.412
N  1.496  5.218  1.159
C  2.415  4.912  2.243
C  1.217  6.635  0.955
N  0.703  4.516  -0.898
C  -0.355  3.861  -1.645
C  1.581  5.374  -1.682
C  -0.384  -0.377  2.356
C  -1.654  0.115  1.676
N  -1.398  0.426  0.267
C  -2.352  0.206  -0.622
N  -3.665  0.102  -0.291
C  -4.550  -0.857  -0.937
C  -4.286  0.983  0.685
N  -2.039  0.077  -1.935
C  -2.946  0.530  -2.985
C  -0.697  -0.242  -2.368
N  3.197  0.502  -2.116
C  3.216  1.885  -1.683
C  3.335  0.293  -3.551
H  2.728  -3.608  -2.126
H  3.081  -3.493  -0.395
H  1.622  -2.734  -1.060
H  5.272  -2.651  -1.574
H  4.627  -2.291  -3.181
H  5.266  -0.985  -2.160
H  1.565  -1.939  0.974
H  3.271  -1.535  1.053
H  2.092  -0.847  3.129
H  2.854  0.499  2.272
H  0.273  1.545  3.929
H  1.809  1.982  3.195
H  -0.965  2.785  2.243
H  0.294  3.816  2.873
H  2.703  3.864  2.198
H  3.312  5.523  2.129
H  1.984  5.128  3.223
H  2.083  7.168  0.556
H  0.376  6.757  0.279
H  0.952  7.082  1.914
H  -1.084  3.432  -0.962
H  -0.851  4.597  -2.280
H  0.038  3.069  -2.295
H  2.492  5.583  -1.129
H  1.850  4.855  -2.604
H  1.099  6.315  -1.950
H  -0.126  -1.351  1.940
H  -0.568  -0.515  3.428
H  -2.407  -0.672  1.763
H  -2.042  0.985  2.210
H  -3.965  -1.587  -1.488
H  -5.107  -1.390  -0.164
H  -5.268  -0.371  -1.602
H  -4.523  0.470  1.620
H  -3.636  1.829  0.894
H  -5.216  1.370  0.264
H  -3.768  1.093  -2.554
H  -2.402  1.187  -3.665
H  -3.348  -0.305  -3.561
H  -0.242  -0.953  -1.676
H  -0.743  -0.697  -3.358
H  -0.059  0.655  -2.437
H  3.363  1.938  -0.606
H  4.043  2.398  -2.175
H  2.290  2.412  -1.942
H  3.041  -0.719  -3.812
H  2.678  0.988  -4.078
H  4.358  0.466  -3.891
C  -1.034  -5.962  -0.134
C  -1.185  -4.927  0.966
C  -0.814  -5.504  2.312
O  -0.224  -3.836  0.643
B  -0.945  -2.932  -0.053
O  -2.285  -3.079  -0.043
C  -2.553  -4.176  0.926
C  -3.709  -4.998  0.406
C  -2.910  -3.505  2.241
H  0.005  -6.287  -0.177
H  -1.312  -5.556  -1.107
H  -1.654  -6.835  0.067
H  0.152  -6.003  2.245
H  -1.553  -6.246  2.616
H  -0.752  -4.738  3.082
H  -3.537  -5.338  -0.612
H  -4.622  -4.403  0.423
H  -3.867  -5.870  1.043
H  -2.067  -2.943  2.647
H  -3.220  -4.240  2.985
H  -3.743  -2.822  2.075

Properties
HOMO energy (alpha / beta)   -12.58 / -13.82 eV
DFT total energy   -51640.4959 eV
HOMO-LUMO gap (alpha / beta)   8.7 / 8.4 eV
Maximum force   0.002 hartree/bohr
Total charge   +2
Spin multiplicity   5
Energy above the lowest of the compared OMol25 structures with the same formula, charge and spin   0.0 kcal per mole

2.
The following is a quantum chemistry calculation of a 5-piece molecular cluster, C40H63F6IN5O6PS2 overall at a distorted geometry, from OMol25.

Element x y z (Å)
C  -3.357  4.496  -3.735
C  -3.379  3.902  -2.202
C  -3.107  2.253  -2.132
C  -1.911  1.904  -1.160
C  -1.867  0.622  -0.157
C  -2.636  1.183  1.222
C  -3.983  2.053  1.025
C  -5.340  1.337  0.533
I  -4.456  2.800  3.086
C  -0.286  0.258  0.288
O  0.441  1.469  0.439
S  -0.081  -0.037  2.189
C  0.409  -0.981  -0.594
C  1.944  -1.276  -0.139
C  3.075  -0.115  -0.082
C  3.430  0.836  1.252
C  4.617  1.968  1.293
C  5.592  2.248  0.005
C  5.311  1.306  -1.339
C  6.310  1.623  -2.634
C  4.118  0.184  -1.357
P  0.624  -0.487  -2.476
N  1.335  0.927  -2.739
O  -0.843  -0.462  -3.388
O  1.746  -1.531  -3.376
C  -0.431  -2.430  -0.499
C  0.070  -3.577  -1.570
C  1.354  -4.490  -1.453
C  2.253  -4.667  -0.112
F  2.395  -4.243  -2.541
C  -0.717  -3.099  0.915
F  0.364  -3.239  1.917
F  -1.786  -2.465  1.796
C  -1.447  -4.588  0.950
F  -1.768  -4.876  2.405
F  -0.678  -5.746  0.530
F  -2.769  -4.639  0.275
O  -1.781  -2.236  -1.124
S  -2.700  -0.940  -0.776
O  -3.890  -1.426  0.156
O  -3.546  -0.753  -2.108
H  -2.423  5.218  -3.799
H  -4.310  5.205  -3.851
H  -3.362  3.665  -4.567
H  -2.675  4.512  -1.493
H  -4.487  4.084  -1.799
H  -4.160  1.777  -1.954
H  -2.808  1.963  -3.252
H  -1.720  2.852  -0.455
H  -0.915  1.856  -1.818
H  -2.891  0.334  1.983
H  -1.885  2.008  1.657
H  -3.865  3.069  0.418
H  -5.287  0.692  -0.441
H  -6.194  2.166  0.484
H  -5.693  0.593  1.397
H  0.497  2.178  -0.195
H  1.132  -0.675  2.446
H  2.399  -2.027  -0.952
H  2.093  -1.838  0.879
H  2.800  0.711  2.258
H  4.767  2.592  2.286
H  6.439  3.057  0.084
H  5.813  2.386  -3.402
H  6.704  0.645  -3.143
H  7.272  2.191  -2.216
H  3.998  -0.456  -2.355
H  1.535  1.326  -1.819
H  -0.921  0.410  -3.905
H  1.358  -1.711  -4.304
H  -0.849  -4.357  -1.633
H  -0.005  -3.220  -2.713
H  1.045  -5.626  -1.716
H  2.962  -3.790  0.183
H  3.015  -5.550  -0.396
H  1.726  -5.067  0.845
C  4.492  -7.099  4.656
C  3.820  -5.744  4.455
C  3.440  -5.478  2.997
C  4.689  -5.492  2.130
N  5.724  -5.503  1.411
H  5.436  -7.167  4.108
H  4.719  -7.257  5.715
H  3.839  -7.913  4.322
H  4.496  -4.957  4.812
H  2.918  -5.699  5.074
H  2.951  -4.503  2.908
H  2.743  -6.242  2.636
C  0.892  -1.890  7.397
C  0.220  -0.534  7.196
C  -0.160  -0.269  5.738
C  1.089  -0.283  4.871
N  2.124  -0.294  4.152
H  1.836  -1.958  6.849
H  1.119  -2.048  8.456
H  0.239  -2.704  7.063
H  0.896  0.252  7.553
H  -0.682  -0.490  7.815
H  -0.649  0.706  5.649
H  -0.857  -1.033  5.377
C  2.897  0.284  -8.757
C  3.717  0.613  -7.512
C  2.910  0.489  -6.219
C  1.737  1.455  -6.250
N  0.763  2.256  -6.276
H  2.061  0.978  -8.885
H  3.521  0.358  -9.653
H  2.496  -0.734  -8.704
H  4.112  1.632  -7.608
H  4.577  -0.063  -7.464
H  3.544  0.721  -5.357
H  2.532  -0.533  -6.097
C  -7.075  6.432  3.017
C  -7.304  7.522  1.975
C  -7.308  6.984  0.543
C  -5.966  6.343  0.231
N  -4.852  5.811  -0.027
H  -6.095  5.958  2.898
H  -7.108  6.858  4.025
H  -7.845  5.655  2.949
H  -6.524  8.286  2.083
H  -8.264  8.011  2.177
H  -7.490  7.800  -0.165
H  -8.102  6.240  0.413

Properties
HOMO energy   -8.17 eV
DFT total energy   -117577.6447 eV
HOMO-LUMO gap   8.2 eV
Maximum force   0.234 hartree/bohr
Spin multiplicity   1
SMILES   CCCC[C@]1(C[C@@H](C)I)[C@@](O)(S)[C@](Cc2cccc(C)c2)(P(=N)(O)O)[C@@](C[C@H](C)F)(C(F)(F)C(F)(F)F)OS1(=O)=O.CCCC#N.CCCC#N.CCCC#N.CCCC#N

3.
The following is a quantum chemistry calculation of one molecule with the formula C5H9Cl2NO3 at a distorted geometry, from OMol25.

Element x y z (Å)
C  0.272  -0.730  -0.794
C  -0.733  -1.412  -1.659
C  -0.139  0.793  1.901
C  0.159  1.865  0.945
C  1.128  1.534  -0.188
N  0.571  0.550  -1.072
O  0.676  -1.310  0.186
O  2.315  1.022  0.360
O  1.387  2.666  -0.803
Cl  -1.460  2.346  0.155
Cl  0.825  3.338  1.775
H  -1.657  -1.414  -1.026
H  -0.392  -2.405  -1.829
H  -0.930  -0.747  -2.543
H  -0.718  1.355  2.632
H  0.805  0.459  2.462
H  -0.728  0.009  1.467
H  0.169  0.894  -1.901
H  2.028  0.344  1.017
H  2.007  2.509  -1.523

Properties
HOMO energy (alpha / beta)   -4.81 / -10.24 eV
DFT total energy   -38003.3188 eV
HOMO-LUMO gap (alpha / beta)   5.4 / 7.2 eV
Maximum force   0.159 hartree/bohr
Spin multiplicity   3